Entry 1:
Here is C20H32IrO4PSSe2Si2Te as an isolated structure in a non-equilibrium geometry from the OMol25 dataset. Energies are from ωB97M-V/def2-TZVPD.

Last column: Mulliken charge in e.
Atoms and positions in Å:
Ir -1.618 -0.815 1.870  1.67
Se -2.109 1.476 1.450  -0.25
P 0.013 2.016 1.826  0.50
Se 0.596 -0.022 2.419  -0.28
C 0.175 3.206 3.147  0.77
C 0.703 2.859 4.386  -0.29
C 0.816 3.830 5.371  -0.69
C 0.393 5.126 5.120  -0.44
C -0.142 5.469 3.882  -0.67
C -0.247 4.513 2.890  -0.49
C 0.855 2.662 0.388  0.93
C 2.136 3.191 0.562  -0.64
C 2.842 3.641 -0.539  -0.67
C 2.270 3.575 -1.805  -0.54
C 0.995 3.055 -1.975  -0.56
C 0.283 2.591 -0.879  -0.33
H 1.012 1.842 4.587  0.34
H 1.228 3.569 6.336  0.42
H 0.478 5.878 5.893  0.40
H -0.472 6.481 3.694  0.41
H -0.653 4.784 1.921  0.38
H 2.574 3.261 1.551  0.42
H 3.834 4.053 -0.411  0.45
H 2.822 3.937 -2.662  0.44
H 0.552 3.015 -2.961  0.45
H -0.711 2.183 -1.011  0.09
C 3.627 -1.742 -2.616  -1.07
Si 2.487 -2.499 -1.359  0.17
C 1.915 -4.206 -1.850  -1.08
C 3.266 -2.517 0.334  -0.95
C 0.929 -1.362 -1.286  0.14
Te -0.391 -2.293 0.061  -0.22
C -1.756 -2.910 -1.393  -0.80
Si -2.990 -1.656 -2.141  -0.05
C -2.039 -0.155 -2.725  -0.28
C -3.796 -2.536 -3.567  -1.04
C -4.220 -1.170 -0.833  -0.64
H 4.551 -2.319 -2.698  0.35
H 3.894 -0.723 -2.330  0.33
H 3.170 -1.706 -3.607  0.33
H 2.785 -4.861 -1.940  0.38
H 1.404 -4.208 -2.816  0.35
H 1.257 -4.676 -1.113  0.39
H 4.085 -3.240 0.346  0.36
H 2.580 -2.813 1.132  0.36
H 3.681 -1.540 0.588  0.29
H 0.455 -1.242 -2.259  0.16
H 1.218 -0.382 -0.899  -0.19
H -2.291 -3.726 -0.906  0.55
H -1.087 -3.309 -2.162  0.59
H -1.297 -0.403 -3.487  0.38
H -1.527 0.353 -1.902  -0.42
H -2.731 0.565 -3.168  0.46
H -3.062 -2.822 -4.323  0.32
H -4.537 -1.894 -4.049  0.33
H -4.309 -3.440 -3.234  0.34
H -3.733 -0.764 0.055  -0.07
H -4.831 -2.014 -0.512  0.31
H -4.884 -0.397 -1.228  0.42
O -1.361 -4.487 1.934  -0.57
S -2.115 -3.481 2.625  1.07
O -3.055 -3.882 3.605  -0.55
O -1.149 -2.365 3.148  -0.61
O -2.765 -2.554 1.520  -0.70

Total charge: +1
Calculated total energy in Ha: -7575.85158
Spin multiplicity: 2

---

Entry 2:
Here is C43H47N3OsP2S2 as an isolated structure from the OMol25 dataset. Energies are from ωB97M-V/def2-TZVPD.

Last column: Mulliken charge in e.
Atoms and positions in Å:
Os 1.206 0.129 -0.590  0.75
S 3.364 0.426 -0.797  -0.70
P 1.136 -0.938 1.498  0.94
C -0.217 -0.024 1.035  -1.51
P -0.571 1.566 1.540  1.70
S 0.517 2.884 0.501  -0.42
C -2.349 1.861 1.297  0.16
C -2.930 3.031 1.783  -0.75
C -4.281 3.266 1.597  -0.67
C -5.061 2.339 0.913  -0.45
C -4.488 1.173 0.431  -0.63
C -3.133 0.929 0.630  -0.39
C -0.396 1.757 3.338  0.23
C -1.246 1.035 4.177  -0.72
C -1.090 1.101 5.551  -0.63
C -0.079 1.885 6.096  -0.58
C 0.771 2.598 5.265  -0.57
C 0.612 2.538 3.886  -0.21
C 2.115 -0.462 2.946  0.94
C 3.153 0.455 2.816  -0.33
C 3.863 0.861 3.938  -0.73
C 3.533 0.365 5.189  -0.61
C 2.489 -0.543 5.325  -0.65
C 1.785 -0.959 4.208  -0.49
C 0.735 -2.679 1.788  0.22
C -0.591 -3.086 1.881  -0.38
C -0.898 -4.431 2.031  -0.54
C 0.118 -5.374 2.088  -0.54
C 1.446 -4.970 2.013  -0.69
C 1.754 -3.626 1.870  -0.40
H -2.317 3.757 2.307  0.38
H -4.730 4.174 1.980  0.44
H -6.117 2.526 0.765  0.45
H -5.095 0.447 -0.095  0.43
H -2.666 0.018 0.274  0.35
H -2.032 0.421 3.751  0.32
H -1.753 0.542 6.199  0.42
H 0.047 1.935 7.170  0.40
H 1.565 3.201 5.688  0.45
H 1.273 3.086 3.226  0.39
H 3.401 0.844 1.835  0.12
H 4.675 1.568 3.828  0.43
H 4.088 0.684 6.063  0.40
H 2.222 -0.924 6.303  0.43
H 0.974 -1.669 4.316  0.45
H -1.371 -2.336 1.807  0.34
H -1.933 -4.745 2.099  0.43
H -0.122 -6.424 2.197  0.39
H 2.241 -5.704 2.064  0.43
H 2.790 -3.311 1.814  0.42
C 2.416 0.804 -4.154  -1.56
C 1.248 1.626 -3.609  2.22
C 1.766 2.900 -2.947  -1.42
C 0.350 1.998 -4.797  -1.70
C 0.473 0.739 -2.598  -0.51
H 3.027 1.428 -4.810  0.57
H 2.050 -0.037 -4.746  0.29
H 3.045 0.426 -3.349  0.12
H 2.304 3.503 -3.682  0.52
H 2.438 2.662 -2.123  0.12
H 0.949 3.510 -2.551  0.21
H 0.932 2.540 -5.544  0.46
H -0.480 2.648 -4.511  0.33
H -0.060 1.104 -5.275  0.36
H 0.176 -0.204 -3.065  0.01
N -0.747 1.416 -2.301  0.13
C -1.626 2.143 -2.202  0.44
C -2.725 3.051 -2.109  0.10
C -2.608 4.167 -1.286  0.03
C -3.641 5.091 -1.273  -0.83
C -4.768 4.890 -2.055  -0.37
C -4.880 3.764 -2.864  -0.74
C -3.854 2.840 -2.903  -0.45
H -1.725 4.285 -0.670  0.46
H -3.566 5.966 -0.641  0.46
H -5.571 5.615 -2.035  0.42
H -5.763 3.613 -3.469  0.42
H -3.914 1.966 -3.538  0.53
C 1.193 -2.626 -3.683  -0.43
C 1.361 -4.088 -4.182  -0.99
N 1.606 -4.982 -3.052  -0.18
C 2.783 -4.505 -2.318  -0.78
C 2.541 -3.074 -1.774  -0.06
N 1.230 -2.585 -2.219  0.43
C 0.181 -3.474 -1.705  0.95
C 0.447 -4.933 -2.159  -0.96
H 0.243 -2.201 -4.021  0.45
H 1.996 -1.990 -4.055  0.05
H 2.199 -4.171 -4.877  0.35
H 0.466 -4.436 -4.702  0.29
H 3.638 -4.533 -2.996  0.22
H 2.984 -5.208 -1.507  0.38
H 3.299 -2.366 -2.112  0.63
H 2.552 -3.046 -0.684  -0.38
H -0.780 -3.105 -2.072  0.54
H 0.168 -3.398 -0.622  -1.05
H -0.413 -5.353 -2.686  0.28
H 0.653 -5.575 -1.300  0.40

Calculated total energy in Ha: -3400.66101
Spin multiplicity: 5

---

Entry 3:
Here is C33H43AsCl5N3O2PbSi2 as an isolated structure from the OMol25 dataset. Energies are from ωB97M-V/def2-TZVPD.

Last column: Mulliken charge in e.
Atoms and positions in Å:
Pb 0.805 -0.212 -1.276  1.10
C -1.640 -2.367 -3.383  -1.45
N -1.594 -1.931 -1.997  1.20
C -2.730 -1.057 -1.712  -0.35
C -2.579 0.330 -2.358  0.23
C -2.897 1.485 -1.406  -1.41
N -2.216 1.329 -0.134  0.56
C -1.518 2.264 0.328  -1.59
C -0.862 2.175 1.693  2.27
C -1.644 2.948 2.692  -0.78
C -1.087 3.842 3.517  -0.57
C 0.331 4.119 3.439  -0.75
C 1.135 3.502 2.556  -0.14
C 0.600 2.551 1.587  -1.42
O 1.296 2.067 0.707  0.07
C -1.563 -3.039 -1.049  -0.39
C -0.440 -4.051 -1.257  -0.88
C 0.987 -3.548 -1.031  -0.96
N 1.371 -2.496 -1.954  0.37
C 2.018 -2.784 -3.015  -0.78
C 2.319 -1.855 -4.086  1.00
C 3.329 -2.222 -4.990  -0.69
C 3.694 -1.414 -6.039  -0.85
C 3.013 -0.203 -6.213  -0.50
C 1.996 0.170 -5.367  -0.58
C 1.603 -0.636 -4.272  0.04
O 0.607 -0.246 -3.526  -0.24
H -2.501 -3.031 -3.573  0.30
H -0.725 -2.882 -3.665  0.28
H -1.716 -1.496 -4.031  0.36
H -2.792 -0.943 -0.628  -0.32
H -3.667 -1.534 -2.046  0.32
H -3.234 0.432 -3.227  0.48
H -1.562 0.438 -2.744  -0.32
H -3.969 1.486 -1.183  0.33
H -2.659 2.443 -1.890  0.52
H -1.370 3.213 -0.203  0.43
H -2.711 2.762 2.721  0.42
H -1.687 4.370 4.246  0.44
H 0.749 4.853 4.118  0.34
H 2.192 3.726 2.482  0.52
H -2.521 -3.590 -1.069  0.35
H -1.468 -2.605 -0.046  -0.19
H -0.508 -4.489 -2.256  0.30
H -0.607 -4.872 -0.556  0.50
H 1.674 -4.400 -1.111  0.53
H 1.071 -3.149 -0.015  0.22
H 2.375 -3.813 -3.155  0.25
H 3.838 -3.168 -4.834  0.37
H 4.487 -1.705 -6.713  0.40
H 3.288 0.454 -7.030  0.43
H 1.465 1.103 -5.506  0.44
Cl 4.265 -0.812 -1.191  -0.22
C 3.943 0.775 -1.845  0.97
C 2.625 1.159 -1.913  -2.01
C 2.362 2.415 -2.406  1.02
Cl 0.683 2.913 -2.499  -0.18
C 3.361 3.279 -2.837  -0.19
Cl 2.983 4.844 -3.451  -0.21
C 4.689 2.852 -2.766  0.53
Cl 5.956 3.892 -3.295  -0.20
C 4.991 1.587 -2.264  -0.05
Cl 6.626 1.053 -2.169  -0.21
C -4.357 0.425 2.098  -0.93
Si -2.976 -0.210 3.192  0.47
C -3.226 0.431 4.937  -1.19
C -3.065 -2.084 3.184  -1.09
As -0.844 0.198 2.234  0.62
Si 0.583 0.092 4.133  0.22
C 0.355 1.306 5.542  -0.95
C 0.268 -1.639 4.788  -1.26
C 2.342 0.166 3.497  -0.96
H -5.310 0.085 2.514  0.48
H -4.256 0.027 1.088  0.09
H -4.393 1.512 2.021  0.28
H -4.242 0.201 5.269  0.42
H -3.087 1.512 4.995  0.33
H -2.533 -0.035 5.640  0.26
H -3.986 -2.418 3.669  0.40
H -2.225 -2.547 3.702  0.28
H -3.072 -2.455 2.156  0.22
H -0.691 1.447 5.811  0.25
H 0.782 2.279 5.304  0.27
H 0.881 0.916 6.419  0.45
H -0.696 -1.723 5.292  0.28
H 1.045 -1.890 5.515  0.41
H 0.304 -2.387 3.992  0.29
H 2.579 1.114 3.011  0.22
H 2.520 -0.627 2.768  0.20
H 3.041 0.025 4.327  0.44

Calculated total energy in Ha: -6906.64914